--- 1 ---
{"formula": "C3H6N2", "method": "the ωB97M-V functional and the def2-TZVPD basis", "e_homo_ev": [-10.16, -8.91], "lumo_energy_ev": [-0.1, -2.0], "homo_lumo_gap_ev": [10.092, 6.939], "species": ["N", "N", "C", "C", "C", "H", "H", "H", "H", "H", "H"], "coordinates": [[-3.310, 0.422, 0.325], [-1.190, -0.457, -0.468], [-2.279, -0.033, 0.030], [-0.366, -1.466, 0.095], [0.348, 1.791, -0.138], [-0.078, -1.265, 1.132], [-0.257, 2.308, -0.856], [1.229, 1.275, -0.453], [0.105, 1.868, 0.902], [-0.903, -2.423, 0.087], [0.529, -1.567, -0.517]], "nbo_charge": [-0.313, -0.319, 0.359, -0.443, -0.447, 0.207, 0.180, 0.169, 0.171, 0.224, 0.211]}

--- 2 ---
{"formula": "C3H6N2", "method": "the ωB97M-V functional and the def2-TZVPD basis", "smiles": "C=NN1CC1", "e_homo_ev": -9.17, "lumo_energy_ev": 1.4, "homo_lumo_gap_ev": 10.528, "species": ["N", "N", "C", "C", "C", "H", "H", "H", "H", "H", "H"], "coordinates": [[0.433, 0.763, -0.627], [-0.501, -0.072, 0.092], [-0.187, 1.475, -1.484], [0.081, -0.344, 1.396], [0.131, -1.382, 0.337], [0.407, 2.153, -2.101], [-0.670, -0.379, 2.156], [-1.271, 1.402, -1.618], [1.096, -1.554, -0.149], [1.008, 0.167, 1.590], [-0.528, -2.227, 0.409]], "nbo_charge": [-0.278, -0.298, -0.080, -0.269, -0.272, 0.183, 0.206, 0.176, 0.212, 0.212, 0.207]}

In kJ/mol, relative to the most stable structure: 1 157.2; 2 0.0.

--- 1 ---
{"formula": "C3H6N2", "method": "the ωB97M-V functional and the def2-TZVPD basis", "e_homo_ev": -10.13, "lumo_energy_ev": -0.2, "homo_lumo_gap_ev": 9.947, "species": ["N", "N", "C", "C", "C", "H", "H", "H", "H", "H", "H"], "coordinates": [[-1.333, 2.418, -0.096], [-0.985, -1.054, -0.034], [-0.811, 1.394, -0.244], [1.200, -0.066, -0.051], [-0.232, 0.046, -0.402], [-0.294, -1.046, 1.345], [0.195, -0.038, -1.468], [-1.979, -0.844, -0.075], [1.633, -1.042, -0.261], [0.759, -0.566, 1.495], [1.846, 0.798, -0.209]], "nbo_charge": [-0.298, -0.729, 0.255, -0.342, -0.231, 0.214, 0.298, 0.372, 0.230, -0.003, 0.235]}

--- 2 ---
{"formula": "C3H6N2", "method": "the ωB97M-V functional and the def2-TZVPD basis", "smiles": "C=C/C=N/N", "e_homo_ev": -8.76, "lumo_energy_ev": 1.0, "homo_lumo_gap_ev": 9.792, "species": ["N", "N", "C", "C", "C", "H", "H", "H", "H", "H", "H"], "coordinates": [[-0.340, -0.965, -2.093], [-0.302, 0.077, -1.140], [-0.016, -0.252, 0.048], [0.182, 0.824, 1.057], [0.545, 0.610, 2.325], [0.151, 1.844, 0.639], [0.199, -1.303, 0.339], [0.763, -0.414, 2.709], [-0.911, -0.613, -2.833], [-0.771, -1.859, -1.769], [0.790, 1.462, 2.964]], "nbo_charge": [-0.647, -0.223, 0.003, -0.224, -0.383, 0.219, 0.155, 0.196, 0.359, 0.339, 0.206]}

--- 3 ---
{"formula": "C3H6N2", "method": "the ωB97M-V functional and the def2-TZVPD basis", "smiles": "CNCC#N", "e_homo_ev": -9.76, "lumo_energy_ev": 0.8, "homo_lumo_gap_ev": 10.576, "species": ["N", "N", "C", "C", "C", "H", "H", "H", "H", "H", "H"], "coordinates": [[-2.626, -0.710, -0.138], [0.715, 0.507, -0.242], [1.106, -0.852, 0.088], [-1.754, 0.052, -0.006], [-0.605, 0.928, 0.178], [-0.846, 1.888, -0.378], [-0.518, 1.160, 1.285], [1.103, -1.006, 1.221], [0.775, 0.684, -1.289], [0.477, -1.636, -0.405], [2.171, -1.015, -0.314]], "nbo_charge": [-0.316, -0.603, -0.429, 0.251, -0.338, 0.244, 0.233, 0.202, 0.361, 0.184, 0.211]}

--- 4 ---
{"formula": "C3H6N2", "method": "the ωB97M-V functional and the def2-TZVPD basis", "smiles": "CN=C=NC", "e_homo_ev": -9.15, "lumo_energy_ev": 0.8, "homo_lumo_gap_ev": 9.966, "species": ["N", "N", "C", "C", "C", "H", "H", "H", "H", "H", "H"], "coordinates": [[-1.181, 0.381, 0.575], [1.073, -0.318, 0.308], [-2.407, 0.040, -0.062], [-0.033, 0.143, 0.213], [2.453, 0.004, -0.067], [2.845, -0.945, -0.270], [2.616, 0.728, -0.745], [2.978, 0.409, 0.723], [-2.702, 0.649, -0.876], [-2.343, -1.095, -0.391], [-3.300, 0.004, 0.592]], "nbo_charge": [-0.521, -0.488, -0.413, 0.644, -0.403, 0.209, 0.193, 0.201, 0.198, 0.175, 0.204]}

In kJ/mol, relative to the most stable structure: 1 408.1; 2 80.6; 3 0.0; 4 95.8.

--- 1 ---
{"formula": "C2H6O2S2", "method": "the ωB97M-V functional and the def2-TZVPD basis", "smiles": "OC(O)(S)CS", "e_homo_ev": -9.26, "lumo_energy_ev": 0.6, "homo_lumo_gap_ev": 9.852, "species": ["S", "S", "O", "O", "C", "C", "H", "H", "H", "H", "H", "H"], "coordinates": [[2.180, 0.517, -0.387], [-2.230, -0.120, -0.045], [0.478, -0.363, 1.362], [0.578, -1.611, -0.570], [-0.652, 0.502, -0.693], [0.600, -0.367, -0.012], [-0.597, 0.337, -1.765], [1.177, -2.194, -0.082], [-0.515, 1.546, -0.438], [-0.454, -0.502, 1.592], [2.172, 1.190, 0.761], [-2.737, 1.065, 0.277]], "nbo_charge": [-0.082, -0.045, -0.743, -0.721, -0.560, 0.436, 0.229, 0.490, 0.234, 0.490, 0.142, 0.130]}

--- 2 ---
{"formula": "C2H6O2S2", "method": "the ωB97M-V functional and the def2-TZVPD basis", "smiles": "O=CO.CSS", "e_homo_ev": -8.18, "lumo_energy_ev": 0.7, "homo_lumo_gap_ev": 8.846, "species": ["S", "S", "O", "O", "C", "C", "H", "H", "H", "H", "H", "H"], "coordinates": [[1.131, -1.721, -0.111], [-0.638, -1.071, -0.590], [-1.448, 2.518, 0.993], [-1.679, 3.825, 2.916], [-1.179, 2.885, 2.349], [1.596, -2.518, -1.696], [-0.410, 2.009, 2.796], [-2.385, 3.007, 1.009], [0.998, -3.474, -1.892], [2.622, -2.913, -1.435], [1.546, -1.751, -2.444], [-0.154, -0.795, -1.895]], "nbo_charge": [0.070, -0.128, -0.695, -0.563, 0.641, -0.741, 0.128, 0.488, 0.231, 0.234, 0.213, 0.121]}

In kJ/mol, relative to the most stable structure: 1 0.0; 2 117.0.

--- 1 ---
{"formula": "C3H10NO", "method": "the ωB97M-V functional and the def2-TZVPD basis", "charge": -1, "e_homo_ev": -2.58, "lumo_energy_ev": 4.4, "homo_lumo_gap_ev": 6.958, "species": ["O", "N", "C", "C", "C", "H", "H", "H", "H", "H", "H", "H", "H", "H", "H"], "coordinates": [[1.079, 1.202, -1.262], [-0.684, -0.286, -0.052], [-1.120, -1.266, -1.060], [-0.465, -0.767, 1.292], [1.522, 1.853, -0.140], [-1.147, -1.646, 1.392], [-0.866, 0.027, 1.934], [-0.755, -1.026, -2.074], [-2.205, -1.209, -1.143], [1.986, 1.246, 0.659], [0.508, -1.007, 1.724], [0.636, 2.366, 0.429], [-0.917, -2.315, -0.803], [0.215, 0.142, -0.525], [2.213, 2.686, -0.371]], "nbo_charge": [-0.946, -0.704, -0.411, -0.409, -0.216, 0.151, 0.174, 0.201, 0.150, 0.092, 0.158, 0.076, 0.139, 0.438, 0.108]}

--- 2 ---
{"formula": "C3H10NO", "method": "the ωB97M-V functional and the def2-TZVPD basis", "charge": -1, "e_homo_ev": -2.07, "lumo_energy_ev": 4.3, "homo_lumo_gap_ev": 6.388, "species": ["O", "N", "C", "C", "C", "H", "H", "H", "H", "H", "H", "H", "H", "H", "H"], "coordinates": [[-1.454, 0.998, -0.759], [1.107, 0.366, -0.847], [-1.786, 1.764, 0.265], [1.225, -1.069, -0.569], [0.577, -1.658, 0.677], [-0.013, -0.749, 1.152], [-0.222, -2.334, 0.290], [-2.039, 1.183, 1.136], [1.138, -1.623, -1.428], [0.208, 0.564, -1.273], [1.322, 0.917, -0.006], [-1.103, 2.526, 0.691], [-2.683, 2.320, 0.025], [2.379, -1.089, -0.684], [1.343, -2.117, 1.329]], "nbo_charge": [-0.984, -0.882, -0.190, -0.231, -0.667, 0.245, 0.207, 0.073, 0.177, 0.430, 0.337, 0.056, 0.086, 0.151, 0.192]}

--- 3 ---
{"formula": "C3H10NO", "method": "the ωB97M-V functional and the def2-TZVPD basis", "charge": -1, "e_homo_ev": -2.59, "lumo_energy_ev": 4.3, "homo_lumo_gap_ev": 6.919, "species": ["O", "N", "C", "C", "C", "H", "H", "H", "H", "H", "H", "H", "H", "H", "H"], "coordinates": [[-1.191, -0.260, -1.276], [1.063, -0.422, 0.223], [1.423, 0.911, -0.178], [1.151, -0.665, 1.641], [-2.314, 0.243, -0.723], [2.045, -0.167, 2.033], [0.056, -0.494, -0.135], [-2.446, 1.350, -0.879], [2.505, 1.106, -0.284], [0.229, -0.459, 2.207], [0.902, 1.291, -1.048], [-3.254, -0.265, -1.080], [1.359, -1.741, 1.777], [-2.411, 0.169, 0.392], [1.132, 1.661, 0.605]], "nbo_charge": [-0.962, -0.696, -0.405, -0.408, -0.192, 0.165, 0.441, 0.076, 0.144, 0.162, 0.226, 0.082, 0.171, 0.071, 0.125]}

In kJ/mol, relative to the most stable structure: 1 33.3; 2 79.3; 3 0.0.